(1)
Here is a 2-piece molecular cluster, C3H3FS2 overall in a non-equilibrium geometry from the Open Molecules 2025 dataset. Energies are from ωB97M-V/def2-TZVPD.

```
9
Properties=species:S:1:pos:R:3:forces:R:3
C -2.143 0.690 -1.174 -0.3 1.8 -0.8
C -1.478 0.009 -0.202 1.2 0.1 -1.8
C 0.950 -0.523 1.330 1.8 0.4 -0.2
H -1.703 1.657 -1.740 -1.0 -2.4 1.7
H -1.455 -1.044 0.114 -1.5 0.6 0.1
H -0.073 -0.730 2.591 3.1 0.3 -3.6
F -3.469 0.513 -1.664 2.8 -0.4 1.4
S 0.320 0.441 -0.027 -0.5 -1.0 1.2
S 2.835 -0.789 0.920 -5.5 0.5 2.0
```
Positions in Å, forces in eV/Å.

(2)
Here is the molecule C3H3FS2 in a non-equilibrium geometry from the Open Molecules 2025 dataset. Energies are from ωB97M-V/def2-TZVPD.

```
9
Properties=species:S:1:pos:R:3:forces:R:3
F 1.902 0.514 -0.536 1.0 -0.2 0.4
C 1.458 -0.638 -0.021 -1.0 0.5 -0.5
C 0.155 -0.797 0.072 -1.2 0.1 -0.2
C -0.899 0.245 -0.152 0.4 -1.3 0.1
S -2.437 -0.257 -0.320 -0.1 0.1 0.1
S -0.460 1.934 -0.087 0.2 0.1 0.3
H 2.127 -1.416 0.271 1.0 0.0 -0.2
H -0.223 -1.798 0.267 0.1 0.3 0.3
H -1.622 2.212 0.506 -0.2 0.4 -0.2
```
Positions in Å, forces in eV/Å.

The structure (SMILES) is F/C=C\C(=S)S.

Results for energy above the lowest of the compared OMol25 structures with the same formula, charge and spin: 525.5; 45.8 (in kJ/mol, following the order of the records).
Results for Kohn-Sham gap: 7.24; 8.00 (in eV, following the order of the records).
Results for energy: -27541.0543; -27546.0257 (in eV, following the order of the records).